Entry 1:
Density functional theory data (ωB97M-V with the def2-TZVPD basis set) for a structure of composition C49H62Ge2N5O5S4W at a distorted geometry.

Each line ends with the Löwdin charge.
Element x y z (Å)
W  -7.9736  0.4289  -19.4388  0.72
N  -5.9858  0.0824  -18.5371  -0.05
N  -5.0991  -0.6594  -19.4371  0.07
C  -5.4414  -0.5183  -20.7387  -0.37
N  -4.5349  -0.9448  -21.6252  0.28
N  -6.5066  0.2532  -20.8877  -0.03
N  -7.1209  0.2751  -22.2472  -0.36
O  -6.4644  -0.1225  -23.1700  0.16
O  -8.2923  0.5436  -22.1766  0.04
H  -5.4395  0.9376  -18.3453  0.15
H  -6.2168  -0.4057  -17.6570  0.12
H  -4.1011  -0.6121  -19.2889  0.18
H  -3.7248  -1.4094  -21.3418  0.04
H  -4.7035  -0.9861  -22.5829  0.11
C  -8.1190  1.6980  -14.2124  -0.03
C  -9.2771  0.9929  -14.9212  -0.26
C  -10.5770  1.4503  -15.0314  0.01
C  -11.6322  0.6004  -15.5019  -0.21
C  -13.0212  1.1181  -15.2195  -0.01
C  -11.3200  -0.6475  -16.0479  -0.16
C  -9.9773  -1.1102  -16.0177  -0.25
C  -9.5173  -2.5220  -16.3942  -0.05
C  -9.0094  -0.2782  -15.4648  -0.08
C  -12.4543  -1.6217  -16.4438  -0.19
C  -12.9920  -2.4381  -15.4626  0.04
C  -14.0525  -3.2235  -15.9633  -0.02
C  -14.1641  -3.5357  -17.2591  -0.03
C  -13.5555  -2.8459  -18.2814  -0.21
C  -12.7815  -1.8103  -17.8094  -0.25
Ge  -12.0081  -0.5309  -18.9931  0.31
S  -9.6780  -1.1089  -19.3165  0.32
S  -12.6774  -0.4461  -21.1222  0.48
Ge  -13.0555  1.5213  -20.6598  0.55
S  -8.6560  2.3413  -19.3572  0.42
S  -12.0231  1.7225  -18.7169  0.42
C  -13.7273  2.9957  -21.6705  -0.22
C  -13.6090  4.2406  -21.0446  -0.24
C  -14.0937  5.3466  -21.7059  0.00
C  -14.3607  5.2601  -23.0503  0.02
C  -14.3985  4.0313  -23.7381  0.03
C  -14.1627  2.8645  -23.0321  -0.22
C  -14.2809  1.5726  -23.6990  -0.19
C  -15.4787  0.9505  -23.9321  -0.18
C  -16.7521  1.4502  -23.2752  -0.02
C  -15.5204  -0.1756  -24.7909  0.00
C  -14.4155  -0.6583  -25.3983  -0.26
C  -14.6257  -1.8299  -26.3417  -0.03
C  -13.2220  0.0272  -25.2194  0.01
C  -13.1187  1.1399  -24.3882  -0.23
C  -11.8970  1.9669  -24.3357  -0.03
C  -12.8833  4.4917  -19.7384  -0.18
C  -13.5282  4.7740  -18.4165  -0.23
C  -14.9907  4.9017  -18.3535  -0.02
C  -12.7009  5.0901  -17.3685  0.00
C  -11.2860  5.2121  -17.5264  -0.24
C  -10.4289  5.5065  -16.2947  -0.03
C  -10.6598  4.9997  -18.7537  -0.06
C  -11.5022  4.6672  -19.8564  -0.25
C  -10.8149  4.3720  -21.1954  -0.03
C  -13.7817  -3.1510  -19.7615  -0.18
C  -12.9573  -4.1262  -20.3876  -0.16
C  -11.8079  -4.8285  -19.6308  -0.01
C  -13.3234  -4.4876  -21.7063  0.02
C  -14.4269  -3.9310  -22.3652  -0.26
C  -14.9265  -4.5121  -23.6172  -0.02
C  -15.1348  -2.9386  -21.7127  -0.01
C  -14.7957  -2.5379  -20.4316  -0.29
C  -15.6501  -1.5393  -19.6341  -0.01
H  -7.2195  1.0101  -14.2341  0.09
H  -8.4472  2.0033  -13.1827  0.11
H  -7.9219  2.6196  -14.7651  0.07
H  -10.7998  2.4634  -14.7103  0.12
H  -12.9885  2.0785  -14.7805  0.07
H  -13.6492  0.4335  -14.6717  0.09
H  -13.4959  1.2183  -16.1634  0.05
H  -8.4790  -2.4930  -16.7193  0.06
H  -10.2314  -2.9807  -17.0588  0.05
H  -9.5001  -3.0623  -15.4482  0.10
H  -8.0278  -0.6382  -15.1723  0.11
H  -12.8452  -2.3009  -14.4241  0.13
H  -14.6348  -3.7304  -15.2296  0.10
H  -14.7376  -4.4593  -17.4477  0.16
H  -13.9746  6.3272  -21.2471  0.15
H  -14.6024  6.1407  -23.5819  0.12
H  -14.4955  4.0337  -24.7723  0.12
H  -17.4729  0.6302  -22.9737  0.11
H  -17.3018  2.1506  -23.8640  0.08
H  -16.5766  2.1509  -22.4557  0.07
H  -16.4258  -0.7095  -25.0544  0.13
H  -15.5023  -2.4425  -26.0899  0.08
H  -13.7525  -2.4254  -26.3336  0.06
H  -14.6660  -1.4542  -27.3609  0.10
H  -12.3039  -0.2704  -25.7778  0.14
H  -11.1636  1.7191  -25.1701  0.12
H  -11.3351  1.7661  -23.4515  0.05
H  -12.1333  3.0091  -24.3803  0.07
H  -15.3980  3.9554  -18.7637  0.10
H  -15.2612  5.7009  -18.9822  0.08
H  -15.3472  5.1190  -17.3675  0.09
H  -13.1889  5.2918  -16.4181  0.13
H  -9.9110  4.5376  -16.1182  0.07
H  -10.9197  5.7771  -15.3187  0.11
H  -9.5824  6.1039  -16.6209  0.08
H  -9.5851  5.1098  -18.8291  0.10
H  -10.3807  3.3837  -21.2139  0.02
H  -9.9712  5.0434  -21.3457  0.10
H  -11.4547  4.3886  -22.0045  0.04
H  -10.9537  -4.1702  -19.6585  0.05
H  -11.6049  -5.8295  -19.9360  0.07
H  -12.1921  -4.9767  -18.5797  0.10
H  -12.8570  -5.3735  -22.0766  0.11
H  -16.0083  -4.5867  -23.5596  0.10
H  -14.4703  -5.4204  -23.8208  0.06
H  -14.6482  -3.8955  -24.5169  0.09
H  -16.0513  -2.6089  -22.1774  0.13
H  -16.1594  -1.9857  -18.7668  0.11
H  -16.3585  -1.0911  -20.2845  0.07
H  -14.9643  -0.7356  -19.3866  0.03
O  -2.5147  -2.5781  -21.2752  -0.06
H  -1.9011  -2.9075  -21.9687  0.10
H  -2.5724  -3.3294  -20.6311  0.10
O  -9.2919  -2.9722  -21.5509  -0.14
H  -9.1781  -3.9049  -21.8631  0.08
H  -9.6035  -2.5267  -22.3280  0.02
O  -16.9149  -5.0823  -15.0686  -0.03
H  -17.6535  -4.7260  -15.5414  0.03
H  -17.0640  -5.6885  -14.3661  0.03
H  -7.9566  0.4756  -17.7016  -0.01

Properties
- Calculated total energy: -8367.08269 Eh
- Energy relative to the best compared isomer or geometry (same formula, charge and spin): 82.80 kJ/mol
- Max |F|: 4.008 eV/Å
- Charge: +3
- Highest occupied orbital energy (alpha / beta): -0.5305 / -0.5305 Eh


Entry 2:
Density functional theory data (ωB97M-V with the def2-TZVPD basis set) for a structure of composition C49H66N2O2SeV at a distorted geometry.

Each line ends with the Löwdin charge.
Element x y z (Å)
V  -0.2638  0.7525  1.3458  0.74
C  2.7963  -3.2213  -5.5081  -0.06
C  1.8257  -4.0354  -4.6364  -0.57
C  2.4138  -5.4327  -4.3858  -0.06
C  0.5238  -4.2013  -5.4239  -0.08
C  1.6001  -3.3033  -3.3155  -0.21
C  0.3597  -2.8472  -2.8854  -0.11
C  0.2565  -2.0729  -1.7467  -0.41
Se  -1.4774  -1.4441  -1.1989  1.12
C  -1.4898  0.2300  -2.1428  -0.39
C  -1.6899  0.2427  -3.5107  -0.08
C  -1.6697  1.4364  -4.2193  -0.19
C  -1.4507  2.6022  -3.4815  0.00
C  -1.2468  2.6334  -2.1113  -0.08
C  -1.2645  1.4043  -1.3895  -0.34
O  -1.1039  1.3317  -0.0973  -0.30
C  -1.0631  3.9558  -1.3570  -0.53
C  0.2772  3.9860  -0.6062  -0.04
C  -1.0805  5.1608  -2.3039  -0.09
C  -2.2195  4.1165  -0.3548  -0.04
C  -1.8674  1.5102  -5.7323  -0.56
C  -3.0681  2.4125  -6.0561  -0.06
C  -0.6030  2.0862  -6.3870  -0.06
C  -2.1323  0.1318  -6.3434  -0.08
C  1.3780  -1.6502  -0.9402  -0.40
O  1.2768  -0.7364  -0.0642  -0.12
C  2.6070  -2.3394  -1.2755  -0.09
C  2.6770  -3.0485  -2.4628  -0.02
C  3.8724  -2.2814  -0.4063  -0.54
C  3.5834  -1.8966  1.0463  -0.06
C  4.8568  -1.2646  -1.0024  -0.05
C  4.5453  -3.6664  -0.3613  -0.07
H  2.9706  -3.7156  -6.4709  0.07
H  2.3794  -2.2295  -5.6942  0.09
H  3.7568  -3.0890  -5.0082  0.07
H  2.5616  -5.9728  -5.3280  0.07
H  3.3751  -5.3663  -3.8745  0.07
H  1.7366  -6.0104  -3.7537  0.08
H  0.7294  -4.6640  -6.3936  0.07
H  -0.1843  -4.8353  -4.8860  0.08
H  0.0535  -3.2322  -5.6009  0.07
H  -0.5501  -3.0831  -3.4239  0.08
H  -1.8498  -0.7103  -3.9970  0.08
H  -1.4341  3.5393  -4.0253  0.08
H  1.1069  3.8711  -1.3094  0.09
H  0.3884  4.9433  -0.0880  0.08
H  0.3325  3.1953  0.1366  0.05
H  -0.2788  5.0903  -3.0438  0.08
H  -2.0372  5.2457  -2.8258  0.08
H  -0.9290  6.0751  -1.7252  0.08
H  -2.1757  3.3363  0.4041  0.06
H  -2.1574  5.0871  0.1474  0.08
H  -3.1783  4.0538  -0.8773  0.08
H  -2.9045  3.4293  -5.6959  0.07
H  -3.2458  2.4554  -7.1359  0.07
H  -3.9657  2.0231  -5.5716  0.09
H  -0.3941  3.0912  -6.0166  0.07
H  0.2560  1.4553  -6.1512  0.09
H  -0.7122  2.1345  -7.4758  0.07
H  -3.0352  -0.3137  -5.9218  0.08
H  -2.2673  0.2227  -7.4247  0.08
H  -1.2942  -0.5430  -6.1609  0.08
H  3.6433  -3.4553  -2.7473  0.09
H  3.1553  -0.9054  1.1182  0.05
H  2.8718  -2.5924  1.4963  0.09
H  4.5116  -1.9288  1.6276  0.08
H  4.4217  -0.2640  -0.9673  0.09
H  5.7960  -1.2571  -0.4375  0.07
H  5.0801  -1.5032  -2.0458  0.07
H  3.8219  -4.4188  -0.0414  0.09
H  4.9516  -3.9689  -1.3287  0.06
H  5.3698  -3.6520  0.3579  0.07
C  -3.2868  1.2120  5.4684  -0.08
C  -2.1739  0.2013  5.7685  -0.20
C  -2.5780  -1.1555  5.2339  -0.17
C  -3.5937  -1.8440  5.8882  -0.08
C  -4.2000  -2.9490  5.3193  -0.12
C  -3.8077  -3.3458  4.0474  -0.07
C  -2.7738  -2.7124  3.3773  -0.17
C  -2.3856  -3.1500  1.9915  -0.22
C  -1.0271  -3.8547  1.8944  -0.08
C  -2.0988  -1.6299  3.9893  -0.18
N  -1.0213  -1.0351  3.3447  0.09
C  0.1025  -0.9827  3.9871  -0.11
C  1.2510  -0.2883  3.5638  -0.31
C  2.5147  -0.2739  4.1930  -0.08
C  3.2936  0.6252  3.4772  -0.13
C  2.4793  1.1072  2.4418  -0.18
N  1.2577  0.5636  2.4826  -0.11
H  -3.0415  2.1959  5.8703  0.04
H  -4.2414  0.8883  5.8915  0.06
H  -3.3989  1.3118  4.3881  0.08
H  -1.9914  0.1533  6.8468  0.11
H  -1.2727  0.5513  5.2747  0.07
H  -3.9255  -1.4798  6.8564  0.10
H  -4.9863  -3.4798  5.8441  0.08
H  -4.3107  -4.1803  3.5693  0.10
H  -2.3463  -2.2598  1.3620  0.05
H  -3.1584  -3.8150  1.5960  0.10
H  -0.2296  -3.1742  2.1851  0.06
H  -0.8442  -4.1654  0.8641  0.07
H  -0.9939  -4.7387  2.5373  0.07
H  0.2083  -1.5457  4.9234  0.14
H  2.8039  -0.8611  5.0531  0.09
H  4.3225  0.8925  3.6685  0.07
H  2.7362  1.8196  1.6704  0.11
C  0.6227  2.9697  5.7694  -0.05
C  -0.0609  3.8327  4.6946  -0.63
C  -1.1786  4.6645  5.3315  -0.07
C  0.9967  4.7824  4.1040  -0.07
C  -0.5446  2.9651  3.6011  -0.15
C  -0.7428  2.1973  2.6661  -0.09
H  1.1809  3.5961  6.4757  0.07
H  1.3131  2.2734  5.2936  0.07
H  -0.1128  2.3872  6.3278  0.07
H  -0.7630  5.3569  6.0718  0.07
H  -1.9037  4.0202  5.8294  0.05
H  -1.7095  5.2405  4.5709  0.08
H  1.3885  5.4556  4.8765  0.07
H  0.5737  5.3755  3.2913  0.08
H  1.8224  4.1937  3.7015  0.08

Properties
- Calculated total energy: -5512.20803 Eh
- Spin multiplicity: 4
- ⟨S²⟩: 3.765
- Max |F|: 4.382 eV/Å
- Charge: -2
- Highest occupied orbital energy (alpha / beta): -0.0125 / -0.0645 Eh


Entry 3:
Density functional theory data (ωB97M-V with the def2-TZVPD basis set) for a structure of composition C49H69AlBBr2CaClF14LiMgN2O10P2S at a distorted geometry.

Each line ends with the Löwdin charge.
Element x y z (Å)
C  0.2683  4.9411  8.8908  -0.15
C  -0.2658  5.6212  7.5124  -0.17
B  0.2073  4.7883  6.1597  -0.41
O  1.6447  5.0097  5.9259  -0.03
C  -0.7651  3.9564  5.1721  -0.38
O  -0.4121  2.7354  4.5989  -0.11
C  0.2972  1.6451  5.0719  -0.31
C  -0.2121  1.0351  6.4567  -0.13
C  -1.5558  0.2246  6.5847  -0.21
C  -2.6230  0.2191  5.4029  -0.22
C  -4.1755  0.3510  5.8921  -0.19
C  -5.1467  0.4395  4.6095  -0.17
C  -6.4114  1.4134  4.7802  -0.20
O  -6.1812  2.5974  5.5953  -0.11
C  -7.4739  2.9133  6.1691  -0.40
C  -8.4879  3.9185  5.4255  0.00
O  -7.8816  2.4147  7.2454  0.08
C  0.2628  0.5968  3.8114  -0.03
C  0.1694  -0.9424  4.0725  -0.65
O  -0.4504  -1.6107  3.1905  -0.05
Cl  0.8380  -1.9915  5.3912  0.70
C  1.9118  1.8173  5.3091  -0.18
F  2.5846  0.5359  5.3009  0.03
F  2.2170  2.2702  6.6511  0.00
C  2.7296  2.6373  4.2236  -0.30
F  3.7842  3.3270  4.9085  0.07
F  3.4385  1.7496  3.3426  0.07
F  2.0660  3.5479  3.4123  0.10
P  -2.5565  3.7627  5.8780  0.52
S  -2.6859  3.2614  7.7284  0.36
C  -1.0080  4.9614  3.8741  -0.25
C  -2.3895  4.6137  3.0825  -0.07
N  -0.6825  6.3693  4.0527  -0.03
C  -1.6427  7.2466  4.7484  -0.21
C  -2.9080  7.7815  3.9636  -0.65
O  -2.9542  8.4847  2.9452  0.00
Br  -4.7061  7.3254  4.7588  0.69
C  -0.0980  7.0470  2.8986  -0.34
F  -0.8610  6.8798  1.6686  0.02
F  -0.0117  8.4828  3.0380  -0.18
C  1.3948  6.6375  2.4883  -0.13
F  1.3836  5.5448  1.5037  -0.12
F  2.2916  6.4354  3.5442  0.05
H  0.7343  5.7505  9.5610  0.09
H  -0.6235  4.4922  9.4503  0.09
H  1.0799  4.1747  8.6241  -0.04
H  -1.3846  5.8227  7.5455  0.08
H  0.2422  6.6602  7.4434  0.11
H  2.1193  4.9341  6.7894  -0.17
H  0.6371  0.3539  6.8503  0.11
H  -0.2345  1.9105  7.2156  0.10
H  -1.2858  -0.8845  6.7834  0.09
H  -2.1256  0.5122  7.5493  0.10
H  -2.5785  -0.8235  4.9000  0.11
H  -2.3776  0.9521  4.5413  0.08
H  -4.4136  -0.6630  6.3942  0.13
H  -4.3388  1.1718  6.6642  0.08
H  -4.5904  0.7414  3.6430  0.10
H  -5.5819  -0.6069  4.3800  0.12
H  -6.7046  1.7979  3.7264  0.13
H  -7.3522  0.8560  5.1548  0.14
H  -9.5858  3.6254  5.6103  0.10
H  -8.3344  3.9151  4.2926  0.07
H  -8.3584  4.9822  5.8131  0.09
H  -0.6547  0.8774  3.1656  0.14
H  1.1508  0.7665  3.0882  0.14
H  -3.3143  2.8499  5.0378  0.01
H  -3.3219  4.9905  5.7310  -0.02
H  -0.2228  4.5651  3.1127  0.14
H  -2.3303  4.9115  1.9658  0.09
H  -3.3073  5.1407  3.4919  0.04
H  -2.5310  3.4661  3.0390  0.08
H  -1.1422  8.1751  5.2385  -0.01
H  -2.0161  6.6706  5.6788  0.10
H  1.8155  7.5300  1.8890  0.19
Li  1.0829  3.9007  0.3154  0.88
C  -2.4046  1.5509  -4.3613  -0.06
C  -2.1320  0.2178  -4.0688  -0.08
C  -1.6336  -0.1335  -2.8176  -0.10
C  -1.4165  0.8473  -1.8553  -0.11
C  -1.6931  2.1799  -2.1468  -0.12
C  -2.1830  2.5328  -3.4008  -0.08
H  -2.7900  1.8242  -5.3376  0.12
H  -2.3080  -0.5478  -4.8176  0.09
H  -1.4151  -1.1729  -2.5917  0.08
H  -1.0327  0.5725  -0.8776  0.09
H  -1.5262  2.9456  -1.3939  0.08
H  -2.3935  3.5719  -3.6289  0.11
Br  0.8159  9.1418  5.1466  0.15
C  -1.0366  -3.6672  -7.8800  -0.06
C  -1.9221  -4.6953  -8.1978  -0.05
C  -2.8088  -5.1733  -7.2377  -0.06
C  -2.8171  -4.6156  -5.9622  -0.14
C  -1.9348  -3.5845  -5.6466  -0.17
C  -1.0420  -3.1139  -6.6043  -0.10
H  -0.3437  -3.2971  -8.6285  0.11
H  -1.9196  -5.1234  -9.1942  0.12
H  -3.4931  -5.9781  -7.4830  0.11
H  -3.5133  -4.9851  -5.2130  0.07
H  -1.9426  -3.1470  -4.6502  0.06
H  -0.3513  -2.3146  -6.3566  0.11
Mg  2.8724  4.8210  8.1259  0.97
F  2.7477  -8.8197  -5.7340  0.08
C  2.0393  -7.8421  -5.1602  -0.28
C  1.4156  -6.8930  -5.9590  0.01
C  0.6750  -5.8792  -5.3645  -0.04
C  0.5735  -5.8188  -3.9753  -0.25
C  1.2066  -6.7739  -3.1799  -0.12
C  1.9394  -7.7937  -3.7765  0.01
H  1.5122  -6.9524  -7.0370  0.13
H  0.1771  -5.1366  -5.9804  0.09
H  -0.0026  -5.0211  -3.5115  -0.04
H  1.1292  -6.7226  -2.0973  0.09
H  2.4317  -8.5498  -3.1763  0.13
F  -3.6559  -0.3274  -9.5467  -0.26
Al  -2.7470  -1.2011  -10.7945  0.04
F  -3.0654  -0.4789  -12.3793  -0.25
F  -3.2471  -2.9054  -10.8039  -0.25
F  -1.0092  -1.1047  -10.4330  -0.26
O  -5.6015  3.9786  9.9439  -0.22
P  -6.6802  5.0522  9.8006  -0.11
O  -6.8657  5.3902  8.3166  -0.23
O  -6.2663  6.3153  10.5619  -0.19
O  -7.9941  4.5216  10.3804  -0.16
C  9.3353  -4.9448  -8.5389  -0.09
C  8.0724  -4.1209  -8.7549  -0.26
C  7.4747  -3.5610  -7.4645  -0.18
C  7.0339  -4.5406  -6.3753  -0.10
N  5.8614  -5.4711  -6.7112  -0.22
C  6.2801  -6.7081  -7.5077  -0.08
C  6.7774  -7.6789  -6.4615  -0.14
C  5.7578  -7.5296  -5.3532  -0.15
C  5.3146  -6.0727  -5.3855  -0.07
C  4.7521  -4.7300  -7.4196  0.03
H  9.1726  -5.7835  -7.8578  0.06
H  9.6815  -5.3542  -9.4907  0.09
H  10.1365  -4.3258  -8.1276  0.09
H  7.3263  -4.6992  -9.3070  0.09
H  8.3263  -3.2773  -9.4045  0.12
H  6.6443  -2.8952  -7.7221  0.11
H  8.2281  -2.9061  -7.0107  0.13
H  6.6986  -3.9363  -5.5277  0.13
H  7.8623  -5.1600  -6.0269  0.13
H  5.3886  -7.0980  -8.0070  0.15
H  7.0289  -6.4561  -8.2519  0.11
H  7.7754  -7.4041  -6.1093  0.12
H  6.8309  -8.7017  -6.8400  0.14
H  6.1685  -7.8086  -4.3805  0.13
H  4.9001  -8.1800  -5.5401  0.10
H  5.7075  -5.5020  -4.5436  0.13
H  4.2253  -5.9953  -5.3890  0.11
H  5.1018  -4.4338  -8.4081  0.11
H  4.4814  -3.8610  -6.8182  0.12
H  3.8972  -5.4001  -7.5249  0.10
Ca  -1.6836  -5.6724  -2.7201  1.11

Properties
- Calculated total energy: -12009.49685 Eh
- Max |F|: 5.737 eV/Å
- Charge: +1
- Highest occupied orbital energy: -0.2932 Eh


> Among the records above, which one has the highest charge?

C49H62Ge2N5O5S4W


> What is the formula in the first record?

C49H62Ge2N5O5S4W